# C14H53N24O13

13 unconnected molecules or ions with the total composition C14H53N24O13 in a non-equilibrium geometry (ωB97M-V/def2-TZVPD, the Open Molecules 2025 dataset).

Computed properties:
* electronic energy: -77772.6067 eV
* net charge: -1

```
104
Properties=species:S:1:pos:R:3:forces:R:3
C 0.209103 -0.489456 0.261101 -0.945 -0.148 1.099
C -0.174345 0.386719 -0.874590 -0.691 2.404 -0.218
O -1.226226 1.383914 -0.677299 1.279 -1.831 -0.094
H 0.422808 0.095114 1.151210 0.603 0.542 0.034
H 1.076244 -1.069808 -0.029548 0.048 -0.358 0.218
H -0.629470 -1.076260 0.642882 0.021 -0.523 -0.483
H -0.322714 -0.215624 -1.755668 -0.736 -0.702 -0.567
H 0.725382 0.907514 -1.158477 0.758 0.630 -0.090
C 0.211747 4.099804 1.623246 -1.286 -2.287 -0.019
O 0.563362 4.882517 2.473890 0.562 0.680 -0.654
N -0.591168 2.997585 1.990183 0.492 0.092 -0.560
N 0.527204 4.087577 0.253022 0.031 0.645 0.247
H -0.731890 2.217229 1.348785 0.156 0.491 -0.279
H -0.508806 2.680969 2.944978 0.030 0.459 0.081
H 0.895087 4.950918 -0.138071 -0.279 -0.278 0.272
H 0.023925 3.477374 -0.404084 0.339 0.213 0.733
C 3.094426 -2.469968 -1.533438 0.017 -1.152 -0.316
O 2.803452 -2.628499 -2.731640 -0.036 -0.230 1.569
N 2.999413 -3.468823 -0.545945 -0.141 0.888 -1.271
N 3.482715 -1.249183 -1.075856 0.783 1.222 -0.404
H 3.473154 -3.316498 0.347170 0.014 -0.024 -0.052
H 2.970555 -4.393492 -0.942283 0.223 -0.045 0.103
H 4.212606 -1.122478 -0.379111 -0.500 -0.516 0.280
H 3.658479 -0.633087 -1.866578 -0.274 -0.040 0.283
C -2.248798 -4.093994 2.970022 1.553 0.823 0.129
O -1.776914 -5.117148 3.467876 -1.343 0.484 -0.286
N -3.394549 -3.424424 3.404113 1.683 -1.187 -0.826
N -1.437595 -3.434384 1.990695 -1.249 -0.727 1.289
H -3.560704 -2.472748 3.059653 -0.272 -0.563 0.249
H -3.931763 -3.995611 4.043333 -0.124 0.761 -0.088
H -1.893303 -2.750067 1.419485 -0.179 0.235 -0.413
H -0.896641 -4.138094 1.512470 0.000 0.232 -0.157
C -0.536896 2.304613 -4.532060 0.234 -0.866 -0.247
O -0.387629 3.094719 -5.457687 -0.032 -0.138 0.125
N -0.044235 0.987483 -4.646543 0.328 0.758 -0.383
N -1.131666 2.595935 -3.359422 -0.014 0.076 0.086
H -0.158285 0.311865 -3.920722 -0.250 -0.177 0.259
H 0.138647 0.638225 -5.580527 -0.213 0.290 0.342
H -1.146660 1.967711 -2.537166 -0.154 0.439 -0.312
H -1.598904 3.498319 -3.303747 0.429 -0.469 0.065
C -0.870436 -4.764197 -1.995551 -0.579 -1.891 2.086
O -1.568509 -4.644840 -2.949023 -0.581 0.899 -1.913
N 0.023286 -3.898023 -1.519757 0.473 2.005 -1.389
N -1.005278 -5.946977 -1.219217 1.555 -1.793 -1.233
H 0.733623 -4.161394 -0.848763 -0.037 0.349 -0.501
H 0.229696 -3.281432 -2.326286 0.651 0.054 1.436
H -0.241800 -6.024760 -0.543775 -0.328 0.090 0.101
H -0.698100 -6.635836 -1.970529 -1.152 0.398 1.412
C 3.750544 -2.475186 3.068243 2.924 2.140 -3.044
O 4.298602 -2.699130 1.951065 -0.687 -0.798 1.311
N 4.370190 -1.627728 3.898954 1.049 1.088 1.100
N 2.548799 -2.844126 3.380609 -2.035 -0.988 0.929
H 5.126969 -1.105698 3.477304 -0.181 -0.047 0.073
H 3.958122 -1.211675 4.726697 -0.009 -0.367 -0.354
H 2.289412 -3.678698 2.881703 -1.070 0.135 0.406
H 2.100939 -2.405306 4.189192 -0.203 -1.059 -0.638
C -4.100898 -1.602476 -1.942310 -0.117 -1.421 2.508
O -4.616920 -2.362724 -2.726394 -0.274 0.331 -0.922
N -4.568855 -1.541117 -0.604867 -0.089 0.408 -0.607
N -2.975413 -0.874796 -2.164041 -0.446 -0.046 -0.756
H -5.259266 -2.216323 -0.330065 -0.195 -0.181 -0.637
H -3.941493 -1.395918 0.161081 0.644 0.471 0.096
H -2.541970 -0.338802 -1.450028 0.413 0.460 0.620
H -2.443924 -1.144893 -2.967211 0.066 0.029 -0.191
C -3.490493 0.337059 2.108656 0.838 -0.267 0.663
O -3.060878 -0.836220 2.098426 0.371 -0.632 -1.114
N -3.199809 1.244423 1.168554 -0.581 0.165 0.705
N -4.227052 0.614080 3.212339 -0.569 -0.425 -0.521
H -2.352376 1.233751 0.589881 0.301 -0.815 -0.582
H -3.586777 2.163960 1.210957 -0.394 0.355 0.283
H -4.389222 -0.235009 3.736942 -0.039 0.690 0.289
H -4.411193 1.512598 3.579353 -0.145 0.652 0.232
C 3.577608 2.435914 -3.828082 -0.579 -0.101 0.641
O 4.586183 2.662086 -3.180843 0.197 0.377 -0.122
N 2.545293 3.393611 -4.007935 2.150 -1.804 0.844
N 3.298762 1.173258 -4.323416 -1.440 0.214 -0.674
H 2.773987 4.356834 -3.823102 -0.011 -0.218 -0.212
H 1.888090 3.136289 -4.692504 -1.145 0.408 -0.917
H 3.873777 0.329766 -4.283962 0.015 1.118 0.354
H 2.333508 1.017843 -4.636047 0.675 0.003 0.218
C -3.570239 3.699363 -1.774254 0.714 -1.158 1.542
O -4.149243 4.666235 -2.200186 -0.530 0.496 -0.749
N -4.029163 2.370090 -1.884847 -0.001 1.246 -0.763
N -2.427899 3.833959 -0.968877 -1.260 -0.477 -0.635
H -4.598239 2.186933 -2.729212 0.677 0.144 1.007
H -3.358537 1.662263 -1.614038 -0.092 -0.087 -0.209
H -2.064694 4.748315 -0.824717 -0.068 0.518 -0.053
H -1.819473 3.043687 -0.815196 0.038 -0.424 0.082
C 4.281157 2.263199 1.064240 0.544 -0.956 -0.452
O 4.804733 1.424399 1.802421 -0.133 0.430 -0.552
N 3.113561 2.887814 1.399193 0.048 -0.091 0.148
N 4.787718 2.644334 -0.167189 -0.736 0.702 -0.349
H 2.495465 2.338852 1.985004 0.219 0.373 -0.103
H 2.663199 3.431669 0.686265 -0.378 -0.003 0.039
H 4.193753 3.159056 -0.833509 0.515 -0.543 0.696
H 5.529968 2.165168 -0.652486 -0.009 -0.188 0.589
C -0.345967 0.314452 4.492589 -0.844 -0.111 0.481
O -1.206961 0.690667 5.295658 1.025 -0.348 -0.861
N -0.444400 -0.824099 3.727706 -0.404 0.526 0.656
N 0.824620 1.008074 4.294958 0.728 1.564 1.129
H 0.212778 -0.815645 2.965347 -0.459 -0.593 -0.396
H -1.411963 -1.143434 3.578391 0.907 0.131 -0.294
H 1.021688 1.779682 4.953344 -0.386 -0.854 -0.727
H 1.582256 0.800320 3.659493 -0.420 -0.391 0.050
```
Positions in Å, forces in eV/Å.

# C22H33F3OP

3 unconnected molecules or ions with the total composition C22H33F3OP in a non-equilibrium geometry (ωB97M-V/def2-TZVPD, the Open Molecules 2025 dataset).

Computed properties:
* electronic energy: -42826.3989 eV
* net charge: +1

```
60
Properties=species:S:1:pos:R:3:forces:R:3
C -2.506203 1.426668 -1.810403 0.265 0.573 -0.684
C -1.218452 2.128965 -2.558603 0.183 -0.932 0.019
C -0.225585 0.899893 -3.100957 0.097 1.388 -0.916
C 1.124535 0.773488 -2.176299 0.162 0.700 -1.146
P 0.855782 -0.008984 -0.454814 1.984 -1.477 -0.338
C -0.398571 -1.447628 -0.403792 -1.130 -1.659 -0.285
C -0.315170 -2.395588 0.935329 0.368 -0.219 1.600
C 0.355736 -1.680587 2.249137 0.540 -0.905 0.323
F -1.677309 -2.875877 1.374272 2.920 1.309 -1.626
O 2.456061 -0.568088 0.077226 -3.847 2.471 -0.899
C 3.115401 0.680050 0.508937 1.578 1.578 1.634
C 2.905440 0.985703 2.126792 0.751 -0.070 -0.269
C 3.663174 -0.136459 3.088532 -0.297 0.820 0.147
H -3.364343 2.202599 -1.630306 1.745 -1.521 -0.128
H -2.112994 0.998850 -0.791210 -1.077 0.720 -1.868
H -2.938811 0.575709 -2.514016 0.947 1.690 1.657
H -0.600207 2.796184 -1.789984 -1.467 -1.403 -1.833
H -1.532890 2.795888 -3.496198 0.607 -1.528 2.260
H 0.142742 1.269644 -4.173323 -0.501 -1.043 2.369
H -0.796948 -0.104345 -3.286843 1.146 1.855 0.629
H 1.968668 0.189263 -2.765829 -1.735 0.915 1.554
H 1.523242 1.888004 -2.020476 -0.824 -2.529 -0.109
H 0.421074 1.024669 0.454780 0.333 -0.786 -0.545
H -0.243361 -2.179162 -1.334079 -0.122 1.898 1.853
H -1.517461 -1.074916 -0.480773 2.415 -0.287 0.124
H 0.323946 -3.339370 0.661468 -1.574 1.675 0.642
H 1.530557 -1.847377 2.159746 -2.541 0.662 0.155
H 0.039149 -2.239053 3.253336 0.459 1.127 -2.428
H 0.095749 -0.548107 2.388610 0.416 -2.154 -0.424
H 2.705435 1.647857 -0.050789 0.995 -2.134 0.820
H 4.277060 0.529847 0.289836 -2.666 0.411 0.351
H 3.427858 2.039745 2.321952 -1.358 -2.232 -0.474
H 1.765969 1.068440 2.383694 2.143 -0.105 -0.531
H 3.818207 -1.150509 2.496954 -0.251 2.139 1.446
H 3.042671 -0.295569 4.095768 1.335 0.166 -2.393
H 4.680074 0.360416 3.414348 -1.899 -1.399 -0.773
F -1.709810 4.636259 -1.252432 0.181 -0.360 0.296
C -2.252904 5.772738 -1.708590 -0.668 1.409 -0.511
C -2.404151 5.957108 -3.078548 0.035 -0.102 0.090
C -2.974290 7.138099 -3.553717 -0.003 0.075 0.448
C -3.377207 8.127157 -2.653049 0.033 -0.076 -0.036
C -3.216550 7.934822 -1.280050 0.080 -0.231 -0.341
C -2.656716 6.749172 -0.804805 0.068 -0.126 0.020
H -2.077702 5.181324 -3.763415 -0.033 0.072 0.062
H -3.104050 7.288650 -4.622569 0.051 -0.059 0.203
H -3.817748 9.050007 -3.024318 0.093 -0.195 0.081
H -3.527115 8.707755 -0.581174 0.062 -0.186 -0.112
H -2.532697 6.579390 0.259582 0.011 -0.004 -0.102
F 2.334490 -9.455294 1.961613 0.021 -0.007 -0.002
C 1.542609 -8.382318 2.089128 -0.521 0.712 0.097
C 0.175002 -8.511751 1.873370 -0.022 -0.028 -0.008
C -0.650574 -7.395934 2.011055 0.430 0.120 0.056
C -0.097169 -6.159475 2.352655 0.003 0.004 -0.038
C 1.277394 -6.038661 2.562204 -0.281 -0.375 -0.153
C 2.101052 -7.156937 2.435390 0.107 -0.023 -0.023
H -0.235837 -9.478309 1.600550 0.085 0.083 0.050
H -1.722098 -7.488312 1.852141 0.211 -0.019 0.022
H -0.740876 -5.288486 2.455565 0.069 -0.155 -0.001
H 1.706371 -5.074418 2.823964 -0.015 -0.177 0.015
H 3.170352 -7.082849 2.603427 -0.099 -0.065 -0.031
```
Positions in Å, forces in eV/Å.

# C21H28HfN3O2

A molecular structure, C21H28HfN3O2 in a non-equilibrium geometry (ωB97M-V/def2-TZVPD, the Open Molecules 2025 dataset).

Computed properties:
* electronic energy: -32094.2357 eV
* net charge: +1

```
55
Properties=species:S:1:pos:R:3:forces:R:3
O 0.987987 2.594963 -2.041026 -1.114 -0.410 -0.252
C 1.090104 2.861379 -3.515655 -0.664 0.033 0.069
C 1.692058 4.229728 -3.260633 -0.274 -0.067 0.953
H 0.103153 2.776985 -3.990889 0.410 0.055 0.175
H 1.840773 2.247474 -4.002363 -0.237 -0.679 0.199
C 1.911113 3.703181 -1.818462 0.609 0.810 -0.386
H 0.964188 5.065710 -3.285329 0.647 -0.527 -0.210
H 2.664297 4.439993 -3.699177 -0.352 0.236 -0.560
C 1.618963 4.760639 -0.773987 -0.132 0.714 0.391
H 0.630113 4.757002 -0.273873 0.507 -0.321 -0.442
H 1.678720 5.749155 -1.277996 0.075 -0.534 0.378
H 2.421209 4.739472 -0.031852 -0.306 0.115 0.245
C 3.296380 3.092147 -1.673560 0.349 0.545 0.216
H 3.477288 2.388194 -2.481572 0.120 -0.024 -0.082
H 3.443645 2.561257 -0.725289 -0.197 0.157 -0.083
H 4.045188 3.902681 -1.734554 -0.210 -0.399 0.062
Hf -0.521803 1.222949 -0.532788 2.474 -2.425 -3.352
C 0.422591 -1.162085 -0.139614 0.410 -0.617 -0.722
C -0.009720 -1.856447 -1.309936 0.689 0.511 0.737
C 0.714832 -1.347199 -2.418635 -0.037 0.101 -0.257
H -0.705087 -2.708775 -1.291979 0.225 0.663 -0.205
C 1.622365 -0.367280 -1.972020 -0.343 -0.166 0.693
C 1.450286 -0.201725 -0.548843 0.059 -0.469 -0.336
H 2.243101 0.169037 0.107856 -0.382 -0.108 -0.356
H 0.267322 -1.547278 0.875369 0.054 0.361 -0.655
H 0.631408 -1.689870 -3.459877 -0.050 0.197 0.643
H 2.430611 0.088602 -2.554128 -0.640 -0.015 0.177
C -0.832717 0.511706 1.807829 0.041 0.641 0.457
C 0.457907 1.125879 1.705935 -0.460 0.720 0.679
C 0.285038 2.454659 1.215663 -0.771 0.344 1.710
H 1.398745 0.698308 2.077168 -0.549 0.091 -0.662
C -1.147418 2.695562 1.087976 0.194 -0.211 1.331
C -1.816124 1.468286 1.446912 0.495 1.214 1.198
H -2.891913 1.360120 1.589107 0.410 -0.102 -0.485
H -1.047491 -0.504541 2.162671 0.164 0.658 -0.310
H 1.054297 3.217293 1.104661 -0.237 -0.452 -0.010
H -1.633968 3.668190 0.972766 0.265 -0.513 -0.379
O -1.668177 3.896846 -2.017365 -0.526 1.132 -1.558
C -1.655147 5.372736 -2.179631 -0.209 0.209 0.760
C -2.436150 5.772569 -3.436224 -0.585 0.442 -0.849
H -0.629951 5.779394 -2.073612 -0.622 -0.526 -0.153
H -2.291626 5.811659 -1.383373 0.646 -0.450 0.160
C -3.342678 4.543643 -3.703795 -0.095 -0.074 -0.697
H -1.912505 6.115158 -4.360686 0.221 -0.739 0.854
H -3.069303 6.647607 -3.208768 0.299 -0.357 0.173
C -2.961342 3.533972 -2.603908 -0.318 0.232 0.476
H -3.202494 4.183743 -4.740965 0.280 -0.147 0.648
H -4.427108 4.770344 -3.676062 0.635 0.003 0.323
H -2.957814 2.496578 -2.959289 0.234 0.196 0.239
H -3.675208 3.647981 -1.776429 -0.093 -0.316 -0.215
N -2.236422 0.181312 -0.933358 -0.859 -0.498 -0.429
C -2.853118 -0.825462 -0.740428 -1.387 -0.035 -0.310
N -3.702506 -1.736203 -0.656039 1.085 0.679 0.122
C -3.651065 -2.940155 -0.099419 -0.194 -2.127 0.801
N -3.713386 -4.017988 0.361386 0.247 2.249 -0.912
```
Positions in Å, forces in eV/Å.

# C8H10F3HfN

A molecular structure, C8H10F3HfN in a non-equilibrium geometry (ωB97M-V/def2-TZVPD, the Open Molecules 2025 dataset).

Computed properties:
* electronic energy: -19399.5831 eV

```
23
Properties=species:S:1:pos:R:3:forces:R:3
C -0.495823 1.308669 -0.997792 -1.411 0.229 -2.485
C -1.747161 0.579300 -0.764230 1.077 1.331 -0.512
C -1.949865 -0.385641 -1.902971 -0.210 -0.289 0.760
C -0.819839 -0.171290 -2.853934 0.606 0.610 -0.469
C 0.071501 0.835180 -2.276765 -1.657 2.211 0.583
Hf -0.120218 -0.950139 -0.893061 1.268 -3.472 0.530
N 0.866553 1.148134 2.243677 4.186 1.387 -5.660
C 0.515441 1.446914 3.450071 -1.550 -0.842 4.161
C -0.157810 0.270549 2.521581 1.097 0.142 1.604
H -2.833491 -1.029089 -2.065483 0.595 0.798 -0.022
H -2.426140 0.824689 0.036140 -0.093 -0.059 -0.040
H -0.802583 -0.545727 -3.909290 0.278 0.362 1.333
H 0.897529 1.371814 -2.771733 -0.362 -0.770 0.411
H -0.146570 2.182939 -0.426052 0.012 -0.866 -0.267
H -1.189943 0.470974 2.315404 -0.408 -0.008 -0.515
H -0.053604 2.370707 3.556601 -0.315 -0.122 0.708
H 1.491623 1.709725 1.649451 -1.305 -1.184 -0.431
H 0.227535 -0.752360 2.675371 -0.867 0.253 0.236
H 1.190940 1.127841 4.277015 -0.786 0.293 -0.181
F 2.043022 -2.703710 0.296208 -0.185 -0.199 -0.532
C 1.567790 -2.662433 -1.047823 0.544 -0.064 0.036
F 2.723799 -2.498068 -1.799042 -0.874 -0.187 0.556
F 1.147314 -3.948976 -1.313340 0.360 0.446 0.195
```
Positions in Å, forces in eV/Å.

> Which of these has the highest electronic energy?

C8H10F3HfN

> Which value of electronic energy does entry 2 give?

-42826.3989 eV